C26H21F2N5O3 | ωB97M-V with the def2-TZVPD basis set

CARTESIAN COORDINATES (ANGSTROEM)
C  -10.29217  -0.62731  -1.79140
N  -9.30408  -0.43486  -0.76962
C  -8.04666  0.01489  -0.91699
C  -7.47184  0.03301  0.34521
C  -8.50278  -0.43269  1.18973
N  -9.58932  -0.70520  0.50321
H  -8.46442  -0.56970  2.25075
C  -6.12346  0.38501  0.74267
N  -5.82120  0.19913  2.02746
C  -4.59353  0.45128  2.43081
C  -3.57843  0.88756  1.59659
C  -3.89370  1.09200  0.25570
C  -5.18616  0.85537  -0.17969
H  -5.44013  1.01498  -1.21384
O  -2.96986  1.56984  -0.64672
C  -1.69717  1.08387  -0.55536
C  -0.61975  1.95070  -0.70834
C  0.66835  1.46004  -0.66851
C  0.95556  0.10523  -0.47091
C  -0.12777  -0.75904  -0.33335
C  -1.41626  -0.27192  -0.38118
F  -2.43333  -1.15115  -0.26118
H  0.03409  -1.81586  -0.20036
N  2.28118  -0.29966  -0.40778
C  2.74088  -1.56854  -0.28641
O  2.03688  -2.55923  -0.27770
C  4.24469  -1.72529  -0.14242
C  4.60141  -2.94470  0.69747
C  4.75403  -3.01460  -0.77389
H  5.73335  -3.01161  -1.22947
H  4.01625  -3.58369  -1.31955
H  3.75620  -3.46199  1.12669
H  5.46278  -2.90456  1.34783
C  5.14636  -0.52425  -0.12919
O  4.73424  0.61319  -0.29864
N  6.45598  -0.80812  0.07926
C  7.54812  0.06693  0.18151
C  7.46650  1.43158  -0.07238
C  8.59716  2.21765  0.05531
C  9.80876  1.66417  0.43129
C  9.89017  0.30423  0.68198
C  8.76896  -0.49129  0.55618
H  8.83517  -1.55272  0.75364
H  10.82906  -0.14147  0.97734
H  10.68454  2.28799  0.52778
H  8.52635  3.27650  -0.14514
H  6.52734  1.86898  -0.36225
H  6.70930  -1.77369  0.22829
H  2.99397  0.43837  -0.44208
F  1.69160  2.32851  -0.81422
H  -0.79350  3.00333  -0.85848
H  -2.57993  1.06586  1.96572
H  -4.40677  0.28929  3.48391
H  -7.65561  0.27267  -1.88061
H  -9.86204  -1.16050  -2.63953
H  -11.10284  -1.21284  -1.36322
H  -10.68725  0.33092  -2.13694

Output
Molar mass (Da): 489.48
Calculated total energy (eV): -46330.7474
Multiplicity: 1
SMILES string: Cn1cc(-c2cc(Oc3cc(F)c(NC(=O)C4(C(=O)Nc5ccccc5)CC4)cc3F)ccn2)cn1
HOMO-LUMO gap (eV): 8.76
HOMO energy (eV): -8.28
Energy relative to the best compared isomer or geometry (same formula, charge and spin) (kcal per mole): 0.00